C5H14NO | the ωB97M-V functional and the def2-TZVPD basis

Geometry as XYZ:
```
21
Properties=species:S:1:pos:R:3:mulliken_charge:R:1
C -1.5327 0.7472 -0.9679 -1.808
C -1.0209 0.4544 1.4644 -1.899
C 1.2504 -1.0652 -1.1050 -0.937
C 1.6699 0.4993 0.7283 -0.900
C -0.8509 -0.1059 0.0687 1.437
N 0.6593 0.0276 -0.3764 -0.210
O -1.1853 -1.4505 -0.0162 -0.512
H -1.1946 0.3940 -1.9606 0.445
H -1.4642 1.7783 -0.9283 0.453
H -2.5588 0.5607 -0.9771 0.445
H -0.6511 -0.4006 2.1293 0.497
H -2.0595 0.4009 1.6991 0.451
H -0.5554 1.3714 1.5442 0.463
H 1.4192 -1.9458 -0.4857 0.357
H 0.5721 -1.2115 -2.0160 0.322
H 2.2758 -0.7300 -1.3778 0.443
H 1.8907 1.5422 0.6124 0.339
H 1.2253 0.1802 1.6279 0.403
H 2.6929 0.0369 0.6180 0.369
H 0.7785 0.7860 -1.0847 0.469
H -1.3607 -1.8696 0.8034 0.375
```

Output
- largest force on an atom (eV Å⁻¹) = 4.52
- E_HOMO (hartree) = -0.5854
- energy relative to the best compared isomer or geometry (same formula, charge and spin) (kcal/mol) = 46.7
- total energy (eV) = -8941.985
- net charge = +1
- HOMO-LUMO gap (eV) = 12.8809

C37H22Cl4N7O4SV | the ωB97M-V functional and the def2-TZVPD basis

Geometry as XYZ:
```
76
Properties=species:S:1:pos:R:3:mulliken_charge:R:1
V 0.2546 -0.9197 0.4330 0.008
Cl -0.7819 -1.7105 7.0768 -0.254
C -0.2874 -0.9860 5.5741 0.129
C 0.0769 -1.8230 4.5242 -0.765
C 0.4608 -1.2740 3.3140 0.709
N 0.6804 -2.0113 2.1395 0.739
C 0.9007 -3.3290 2.1464 -0.068
O 1.2627 -4.0655 3.0603 -0.783
C 0.5411 -3.9436 0.8073 0.377
C 0.8121 -5.2715 0.5166 -0.771
C 0.3199 -5.7944 -0.6653 -0.489
C -0.4425 -4.9875 -1.5001 -0.752
C -0.6549 -3.6687 -1.1389 -0.463
N -0.1594 -3.1606 -0.0124 0.415
C 0.5035 0.1279 3.1447 -0.618
C 0.1409 0.9479 4.2014 -0.794
C -0.2607 0.3848 5.4092 0.014
Cl -0.7219 1.4574 6.7007 -0.255
N 0.9233 0.5130 1.8723 0.607
C 1.5933 1.6569 1.7074 0.108
O 1.7075 2.6026 2.4897 -0.814
C 2.3971 1.6756 0.4274 0.183
C 2.9913 2.8602 0.0071 -0.789
C 3.7717 2.8355 -1.1327 -0.307
C 3.9287 1.6337 -1.8085 -0.909
C 3.2942 0.5081 -1.3100 -0.039
N 2.5452 0.5185 -0.2106 -0.036
H 0.0657 -2.8930 4.6614 0.556
H 1.3799 -5.8500 1.2313 0.541
H 0.5158 -6.8255 -0.9318 0.414
H -0.8625 -5.3648 -2.4223 0.469
H -1.2253 -2.9800 -1.7506 0.559
H 0.1769 2.0194 4.0884 0.601
H 2.8253 3.7540 0.5920 0.499
H 4.2510 3.7380 -1.4935 0.456
H 4.5257 1.5617 -2.7081 0.428
H 3.3952 -0.4472 -1.8091 0.456
Cl 1.3205 -2.0570 -7.1729 -0.261
C 1.0421 -1.8337 -5.4664 0.057
C 1.9061 -2.4209 -4.5526 -0.560
C 1.7186 -2.2273 -3.1994 0.828
Cl 2.7662 -3.0305 -2.0726 -0.191
C 0.6895 -1.4028 -2.6871 -0.652
O 0.6302 -1.1317 -1.4229 0.563
C -0.2573 -0.9277 -3.6639 1.182
C -1.5717 -0.3490 -3.2968 -0.735
O -2.1487 -0.5445 -2.2633 -0.347
C -0.0435 -1.1078 -5.0267 -1.045
H 2.7291 -3.0341 -4.8928 0.452
H -1.9916 0.3287 -4.0617 0.184
H -0.7465 -0.6916 -5.7389 0.373
N -2.3174 2.6746 -0.2845 -0.208
C -1.5782 3.8140 -0.6134 -0.009
C -1.9737 5.0903 -0.2332 -0.884
C -1.2363 6.1914 -0.6409 -0.590
C -0.0853 6.0257 -1.4002 -0.800
C 0.3285 4.7487 -1.7513 -0.455
C -0.4262 3.6443 -1.3829 0.838
S -0.0416 2.0053 -1.8752 -0.409
N -0.5104 1.1576 -0.4734 -0.122
C -1.6632 1.4895 0.0658 0.769
C -2.2552 0.6109 1.0056 0.403
C -3.3784 0.9277 1.8116 -1.504
C -3.9935 -0.0349 2.5541 -0.600
C -3.4856 -1.3573 2.5090 -1.224
C -2.3409 -1.5794 1.7943 -0.017
N -1.6884 -0.6466 1.0852 1.331
H -3.1779 2.8470 0.2042 0.303
H -2.8597 5.2177 0.3785 0.363
H -1.5551 7.1840 -0.3491 0.372
H 0.4957 6.8863 -1.7049 0.373
H 1.2338 4.5987 -2.3260 0.421
H -3.7325 1.9499 1.8661 0.364
H -4.8366 0.2148 3.1850 0.417
H -3.9404 -2.1652 3.0630 0.436
H -1.8692 -2.5547 1.7995 0.219
```

Output
- largest force on an atom (eV Å⁻¹) = 1.66
- E_HOMO (alpha / beta) (hartree) = -0.1078 / -0.1749
- spin multiplicity = 4
- <S²> = 3.773
- energy relative to the best compared isomer or geometry (same formula, charge and spin) (kcal/mol) = 10.0
- total energy (eV) = -143965.860
- net charge = -1
- HOMO-LUMO gap (alpha / beta) (eV) = 5.1666 / 6.9823

C9H19O4P | the ωB97M-V functional and the def2-TZVPD basis

Geometry as XYZ:
```
33
Properties=species:S:1:pos:R:3:mulliken_charge:R:1
C 1.6147 2.1141 -2.2547 -1.478
C -2.1638 1.0490 -0.9552 -1.192
C -2.5390 -1.2697 -1.3164 -1.428
C 1.8181 -1.9987 1.0591 -1.447
C -0.5240 -1.7381 1.8507 -1.701
C 1.0076 1.8735 -0.7628 -0.244
C -2.3429 -0.2503 -0.3217 0.041
C 0.4359 -1.3853 0.8168 1.373
C 0.6267 0.0847 0.7165 -0.009
O 2.9872 1.0587 1.2950 -0.734
O 1.5948 0.2794 3.2836 -0.793
O 1.0267 2.4068 2.0957 -0.750
O 0.7233 0.4916 -0.5901 -0.334
P 1.6390 1.0743 2.0208 0.590
H 1.3135 3.0853 -2.6021 0.368
H 2.7249 1.8798 -2.1734 0.349
H 1.3873 1.3244 -2.9864 0.286
H -1.3499 0.9694 -1.7904 0.026
H -1.7797 1.8421 -0.2144 0.176
H -3.0282 1.4658 -1.4470 0.557
H -2.3093 -2.3598 -1.1525 0.270
H -1.9657 -1.1584 -2.1645 0.337
H -3.6903 -1.3043 -1.7626 0.281
H 2.4407 -1.2681 1.4405 0.394
H 2.2396 -2.4220 0.1271 0.281
H 1.6993 -2.7816 1.8853 0.376
H -1.5331 -1.4464 1.6400 0.239
H -0.2614 -1.3270 2.7775 0.435
H -0.7316 -2.8402 1.8061 0.401
H 0.0842 2.3895 -0.6150 0.222
H 1.7859 2.1213 -0.0820 0.661
H -2.9512 -0.3263 0.5740 0.400
H 0.0206 -1.6338 -0.1975 0.047
```

Output
- largest force on an atom (eV Å⁻¹) = 4.19
- E_HOMO (alpha / beta) (hartree) = 0.0184 / 0.0564
- total energy (eV) = -27116.267
- net charge = -2
- HOMO-LUMO gap (alpha / beta) (eV) = 5.3062 / 4.2790

C4H9O4 | the ωB97M-V functional and the def2-TZVPD basis

Geometry as XYZ:
```
17
Properties=species:S:1:pos:R:3:mulliken_charge:R:1
C 0.0170 -0.8389 1.3625 -0.777
O 0.3180 -2.1732 1.2033 -0.903
C -0.0513 -0.1142 -0.0089 -0.141
C -1.1181 0.9693 -0.0382 -0.416
C -1.2494 1.8559 -1.2459 0.361
O -0.3456 1.6175 -2.2084 -0.421
O -2.0900 2.7249 -1.3612 -0.624
H -0.9667 -0.7287 1.9003 0.317
H 0.6681 -0.3157 2.0877 0.249
H -0.3073 -0.9179 -0.6961 0.201
H 0.9496 0.2010 -0.3089 0.327
H -2.1520 0.6043 -0.0153 0.260
H -1.1336 1.5176 0.9082 0.356
H -0.3184 2.3200 -2.8837 0.323
H 1.8829 -2.0696 0.8927 0.390
H 3.0527 -2.2735 -0.2632 0.245
O 2.8442 -2.3789 0.6752 -0.749
```

Output
- largest force on an atom (eV Å⁻¹) = 1.51
- E_HOMO (hartree) = -0.1181
- energy relative to the best compared isomer or geometry (same formula, charge and spin) (kcal/mol) = 46.7
- total energy (eV) = -12484.396
- net charge = -1
- HOMO-LUMO gap (eV) = 6.1926

C2H4F3N | the ωB97M-V functional and the def2-TZVPD basis

Geometry as XYZ:
```
10
Properties=species:S:1:pos:R:3:mulliken_charge:R:1
C 1.2447 0.2084 -0.1875 -0.970
C -0.0905 -0.2204 0.4069 -0.053
N -1.0721 0.6318 0.2745 0.210
F -0.7798 -1.9016 -0.7830 -0.134
F -2.2815 0.2184 0.7382 -0.155
F -1.5097 1.1522 -0.9589 -0.180
H 1.5006 1.1323 0.3507 0.316
H 1.8903 -0.6604 0.0328 0.293
H 1.1772 0.1514 -1.2933 0.300
H -0.0792 -0.7118 1.4196 0.372
```

Output
- largest force on an atom (eV Å⁻¹) = 3.75
- E_HOMO (alpha / beta) (hartree) = -0.2791 / -0.4233
- spin multiplicity = 3
- <S²> = 2.009
- energy relative to the best compared isomer or geometry (same formula, charge and spin) (kcal/mol) = 108.5
- total energy (eV) = -11771.831
- HOMO-LUMO gap (alpha / beta) (eV) = 8.5248 / 7.3208

C3H10N3O | the ωB97M-V functional and the def2-TZVPD basis

Geometry as XYZ:
```
17
Properties=species:S:1:pos:R:3:mulliken_charge:R:1
C -0.9408 -0.3326 1.8370 -0.072
C -1.3235 -0.4402 0.5548 -0.405
N -0.4091 -1.0537 -0.4171 -0.269
N -1.7575 -0.0647 2.8970 -0.454
H 0.0903 -0.5723 2.0843 0.289
H -2.2786 -0.1527 0.1448 0.339
H -0.5112 -0.6101 -1.3369 0.424
H 0.5655 -0.7923 -0.1788 0.290
H -0.4784 -2.0629 -0.5045 0.319
H -2.7459 -0.1428 2.7400 0.243
H -1.4556 -0.5109 3.7494 0.273
C 1.8233 0.6141 -1.8154 0.162
N 0.5689 1.0693 -2.1336 -0.487
O 2.1799 0.2472 -0.7164 -0.558
H 2.4945 0.5983 -2.6827 0.365
H 0.0514 1.5077 -1.3745 0.265
H 0.5727 1.6465 -2.9650 0.276
```

Output
- largest force on an atom (eV Å⁻¹) = 1.23
- E_HOMO (hartree) = -0.4791
- energy relative to the best compared isomer or geometry (same formula, charge and spin) (kcal/mol) = 44.3
- total energy (eV) = -9784.379
- net charge = +1
- HOMO-LUMO gap (eV) = 10.0702

C2H17B3ORb | the ωB97M-V functional and the def2-TZVPD basis

Geometry as XYZ:
```
24
Properties=species:S:1:pos:R:3:mulliken_charge:R:1
Rb 1.6695 0.1057 0.0653 0.444
B -1.7442 -1.2530 -0.6809 0.661
H -0.8504 -0.8137 -1.0961 -0.604
H -2.4178 -1.4498 -1.5005 -0.353
H -1.3750 -2.1996 -0.3177 -0.213
H -2.1245 -0.6213 0.1069 -0.333
B 0.7423 1.3410 -2.9579 0.781
H 1.6142 1.6877 -2.4251 -0.469
H 0.3319 0.4990 -2.4223 -0.526
H -0.0377 2.0735 -3.0969 -0.339
H 1.0110 0.8636 -3.8875 -0.279
B 1.1734 -3.2443 -1.4041 0.594
H 1.1952 -2.1739 -1.5380 -0.563
H 2.1736 -3.5615 -1.1525 -0.290
H 0.4163 -3.4393 -0.6605 -0.210
H 0.8484 -3.7188 -2.3171 -0.332
C -0.5556 1.4374 3.6061 -0.839
C 0.0032 2.5550 2.7447 -0.384
O 0.2907 2.3133 1.3629 -0.828
H -0.8316 1.7039 4.6264 0.369
H 0.0913 0.5604 3.6285 0.169
H -1.4844 1.0077 3.2311 0.236
H 0.7283 3.1168 3.3335 0.162
H -0.8680 3.2101 2.7516 0.148
```

Output
- largest force on an atom (eV Å⁻¹) = 4.95
- E_HOMO (hartree) = 0.0813
- total energy (eV) = -7068.281
- net charge = -3
- HOMO-LUMO gap (eV) = 3.6133

C3H16O5 | the ωB97M-V functional and the def2-TZVPD basis

Geometry as XYZ:
```
24
Properties=species:S:1:pos:R:3:mulliken_charge:R:1
C -1.5441 0.9937 0.9561 -0.557
O -1.6279 0.8699 -0.4840 -0.470
C -0.3546 0.1565 1.3808 0.045
C -0.1715 0.1589 2.8861 -1.317
H -1.4075 2.0261 1.2862 0.346
H -2.4789 0.5703 1.3297 0.330
H -1.9261 1.6891 -0.8988 0.256
H -0.4576 -0.8378 0.9384 0.229
H 0.5437 0.4305 0.8126 0.171
H -1.1131 -0.0646 3.3936 0.314
H 0.6039 -0.4938 3.2719 0.371
H 0.0708 1.1813 3.1983 0.318
H -1.6440 -1.0415 -1.7736 0.347
H -1.0248 -2.4158 -2.0872 0.340
O -1.2663 -1.5694 -2.4956 -0.722
H 2.9087 -3.4907 -1.6207 0.307
H 1.9047 -2.3624 -1.5190 0.347
O 2.0185 -3.3057 -1.3041 -0.633
H 1.3355 0.6093 -1.9902 0.324
H 0.2570 -0.4691 -1.8677 0.320
O 1.1795 -0.2716 -1.6263 -0.663
H 0.6330 2.5345 -0.6688 0.312
H 2.0148 2.3112 -0.2058 0.347
O 1.5463 2.7909 -0.9118 -0.661
```

Output
- largest force on an atom (eV Å⁻¹) = 1.34
- E_HOMO (hartree) = -0.4016
- energy relative to the best compared isomer or geometry (same formula, charge and spin) (kcal/mol) = 11.5
- total energy (eV) = -13608.012
- HOMO-LUMO gap (eV) = 11.2860